C21H44BN3O6 | wB97M-V/def2-TZVPD

Summary:
Charge: 0
Frontier orbital gap (alpha / beta) (eV): 9.71 / 8.73
DFT total energy (eV): -39917.0464
Spin multiplicity: 3

Cartesian coordinates (Å):
C 3.78902 -4.06256 5.30136
N 2.55053 -3.45884 5.98706
C 2.73887 -1.96288 5.87031
B 1.28121 -3.94307 5.28637
O 1.14398 -3.84796 3.79092
O 0.16203 -4.56818 6.02097
C -1.06686 -3.76252 5.96342
O -1.49572 -3.22690 7.13801
O -1.89945 -3.50786 4.77776
H 3.98259 -3.58314 4.23339
H 4.71967 -3.76676 5.98704
H 3.76479 -5.23706 5.29121
H 2.26667 -1.52089 4.89477
H 2.23257 -1.47610 6.83293
H 3.90545 -1.71056 5.86155
H 1.27885 -2.90214 3.48722
H -1.37649 -3.12340 4.01445
C 1.31914 -4.45418 -1.43570
C 0.43885 -4.04696 -0.22567
C -0.95598 -4.71664 -0.31974
C -1.87509 -4.06777 -1.34188
C -1.99914 -2.57006 -1.07256
C -0.62705 -1.85098 -1.02066
N 0.36902 -2.54744 -0.12847
O 0.03241 -2.23000 1.20111
C -0.06886 -1.72776 -2.46607
C -0.87122 -0.36164 -0.60599
C 1.18953 -4.71204 0.98057
H 2.37117 -4.19844 -1.26571
H 1.27301 -5.54140 -1.60017
H 1.03303 -4.00732 -2.38238
H -1.45278 -4.67776 0.65945
H -0.85338 -5.78043 -0.56300
H -1.50794 -4.25297 -2.35716
H -2.86530 -4.52942 -1.28404
H -2.63588 -2.12115 -1.84460
H -2.53194 -2.43081 -0.12058
H 0.98965 -1.43763 -2.45991
H -0.60600 -0.95756 -3.03620
H -0.18103 -2.63607 -3.05734
H -1.38799 -0.27060 0.35569
H -1.50653 0.15381 -1.33766
H 0.07334 0.19192 -0.54478
H 2.17359 -4.25323 1.14001
H 1.35447 -5.78065 0.79432
H 0.62481 -4.64632 1.91803
C -2.55247 6.02076 -1.80149
C -1.18603 5.56448 -1.22741
C -0.07345 6.57490 -1.60704
C 0.37887 6.46702 -3.05421
C 0.80064 5.03532 -3.37576
C -0.30385 3.99542 -3.05779
N -0.88779 4.16046 -1.67757
O 0.03611 3.61639 -0.76528
C -1.41877 4.10042 -4.13570
C 0.28745 2.56604 -3.29640
C -1.40986 5.68476 0.32059
H -3.38031 5.46607 -1.34533
H -2.72393 7.08762 -1.59259
H -2.65596 5.91761 -2.87684
H 0.80314 6.42056 -0.96290
H -0.40872 7.60116 -1.41800
H -0.41716 6.80055 -3.72875
H 1.22518 7.14004 -3.22091
H 1.08586 4.97730 -4.43326
H 1.71025 4.80365 -2.80262
H -2.31985 3.55336 -3.83004
H -1.09202 3.66608 -5.09037
H -1.69576 5.12544 -4.38028
H 1.18084 2.37269 -2.69254
H 0.59770 2.43544 -4.34107
H -0.45415 1.78916 -3.07535
H -2.15569 4.96113 0.67330
H -1.77616 6.68492 0.58388
H -0.48773 5.53359 0.89407